No. 1
The following is a DFT calculation (ωB97M-V with the def2-TZVPD basis set) of a gas-phase ion, C5H8N3O2 (charge +1).

```
18
Properties=species:S:1:pos:R:3:forces:R:3
H 2.14134 2.70813 1.52148 0.382 1.722 2.323
H -3.69992 0.19185 -1.81894 1.094 -0.906 1.667
C 0.47952 -0.64286 -0.81686 2.678 3.028 -2.330
O -3.84343 -0.36197 0.47072 -0.230 0.272 0.308
H 0.73186 -0.77721 -1.93912 -1.071 -0.815 1.871
C -1.69225 -0.94453 0.33698 -0.278 0.189 -0.575
N -2.80616 -0.52152 -0.14940 -1.259 0.236 0.283
C -0.80874 -1.34657 1.39564 -1.253 -0.082 -1.543
N 2.17272 2.20042 0.71265 -2.576 -3.337 -1.195
O -2.83341 -0.22494 -1.50085 0.374 0.240 -1.403
H -0.45179 -2.48420 -0.36902 0.113 -1.934 -1.268
C -0.40531 -1.48840 -0.10699 0.656 1.451 1.292
H 1.53470 0.89681 -1.38494 0.787 0.492 -1.010
H -0.44001 -0.55486 1.94171 1.149 1.492 1.207
C 1.29458 1.23221 0.67940 -1.195 -0.658 0.778
H -0.92310 -2.28343 1.86828 -0.194 -0.914 0.489
H 2.83164 2.36038 0.03364 2.059 0.918 -1.965
N 1.18876 0.49699 -0.54562 -1.236 -1.393 1.071
```
Positions in Å, forces in eV/Å.

Its electronic energy is -13865.2734 eV. For the HOMO-LUMO gap, the calculation gives 7.251 eV. The value obtained for the LUMO energy is -0.203 Eh. The energy relative to the best compared isomer or geometry (same formula, charge and spin) is 7.949 eV. The value obtained for the maximum force is 0.09074 Eh/bohr. As for the charge: +1. The multiplicity is 1.


No. 2
The following is a DFT calculation (ωB97M-V with the def2-TZVPD basis set) of a gas-phase ion, C5H8N3OS (charge +1).

```
18
Properties=species:S:1:pos:R:3:forces:R:3
S -0.15277 1.56692 2.98084 -0.058 -1.119 -0.763
H 0.77392 1.93625 -1.91782 0.437 -1.353 2.351
H -1.52662 0.62773 -1.74058 0.023 0.064 0.260
N -0.07671 -1.02642 1.98361 0.536 -1.288 -0.466
C 0.29812 -2.04879 -0.01080 -0.241 -0.234 -3.073
C 0.92963 -0.65868 -0.40433 -0.290 -1.555 -0.722
N 0.21852 -2.10320 1.36032 -1.134 1.918 3.114
H -1.99759 -0.46338 -0.44407 1.577 0.978 -0.130
C -1.35247 0.47300 -0.66236 -2.441 -2.666 -1.343
H 0.19436 2.48215 -0.40312 -0.972 0.446 0.739
H 1.62945 1.64591 -0.21631 1.511 0.088 -0.188
H 0.96512 -2.87599 -0.41391 -0.729 0.864 0.848
N 0.06760 0.39561 -0.45275 0.972 0.517 0.009
C 0.72544 1.63152 -0.75779 -0.191 1.762 -2.712
C -0.13955 0.18293 2.28156 0.169 -0.553 0.404
H -0.75205 -2.30269 -0.47781 1.575 0.702 0.908
H -1.94838 1.23240 -0.16900 0.882 0.587 0.586
O 2.14400 -0.69528 -0.53568 -1.627 0.843 0.178
```
Positions in Å, forces in eV/Å.

Its electronic energy is -22655.6551 eV. For the HOMO-LUMO gap, the calculation gives 6.070 eV. The value obtained for the LUMO energy is -0.290 Eh. The energy relative to the best compared isomer or geometry (same formula, charge and spin) is 5.087 eV. The value obtained for the maximum force is 0.07499 Eh/bohr. As for the charge: +1. The multiplicity is 1.


No. 3
The following is a DFT calculation (ωB97M-V with the def2-TZVPD basis set) of C5H8N4 in the gas phase.

```
17
Properties=species:S:1:pos:R:3:forces:R:3
H -1.82772 1.33725 -0.74156 0.208 0.261 -0.161
H 1.82259 -1.42426 0.77146 -0.864 0.702 0.416
N -1.14774 -0.56252 -0.50195 -1.654 0.653 -0.787
C 0.91656 -0.76179 0.75655 0.278 -0.130 0.024
C 0.14450 1.33161 0.38020 -3.030 1.887 -0.338
N 1.26529 0.58911 0.30592 0.562 -2.593 0.491
H 0.33334 -0.69597 1.72038 0.750 -0.461 -0.711
H 0.56700 -1.42565 -1.29215 -0.894 -0.488 0.997
N -2.35600 -0.98040 -0.08168 2.085 -1.021 0.099
H -0.65522 -2.39355 -0.10058 2.134 1.094 -0.151
H 0.25007 2.36852 0.05517 0.399 0.098 0.305
N -4.07828 0.70921 0.49089 2.959 -2.143 -0.662
C -3.17514 -0.03941 0.23908 -4.607 3.107 0.848
C -0.89633 0.77875 -0.79221 1.476 1.201 -0.512
H -0.51857 1.32445 1.30384 0.899 -0.291 -0.619
H -0.32370 0.97233 -1.75956 -0.943 -0.588 1.165
C -0.06138 -1.42430 -0.34734 0.244 -1.288 -0.404
```
Positions in Å, forces in eV/Å.

Its electronic energy is -11270.2116 eV. For the HOMO-LUMO gap (alpha / beta), the calculation gives 7.439 / 7.890 eV. The value obtained for the LUMO energy (alpha / beta) is -0.042 / -0.044 Eh. The energy relative to the best compared isomer or geometry (same formula, charge and spin) is 4.341 eV. The value obtained for the maximum force is 0.10932 Eh/bohr. As for the charge: 0. The multiplicity is 1.